C42H58F3GeN9O3SSeSn | ωB97M-V with the def2-TZVPD basis set

- LUMO (eV) = -4.37
- HOMO energy (eV) = -11.78
- Kohn-Sham gap (Eh) = 0.2724

```
! wB97M-V def2-TZVPD RIJCOSX def2/J DEFGRID3
* xyz 2 1
Sn 0.145 -0.747 0.393
Se -2.325 1.952 -1.907
Ge -5.583 3.248 -1.766
S -1.003 -2.963 2.145
F -1.661 -5.199 0.908
F -3.317 -3.820 1.219
F -2.528 -4.957 2.885
O -1.799 -1.744 2.125
O -0.384 -3.331 3.378
O -0.092 -2.937 0.958
N -1.939 -4.112 -5.010
N 1.466 0.564 3.324
N -0.723 -1.979 -1.641
N 3.657 -0.094 3.025
N 1.926 -1.126 1.801
N 2.551 1.279 -1.490
N 2.229 -0.924 -0.841
N 4.342 -0.228 -1.699
N -0.597 2.741 0.879
C -3.367 1.040 2.103
C 2.697 -2.976 -2.036
C -2.751 1.719 1.051
C 1.636 1.643 -2.563
C 2.772 -2.984 0.393
C 3.207 -4.335 0.342
C -6.799 3.610 -3.237
C 0.004 4.731 2.072
C 4.077 -0.004 4.419
C 2.565 -2.310 -0.848
C 2.345 -0.259 2.701
C 4.709 -0.408 2.077
C 3.347 -4.988 -0.908
C -2.103 -3.656 -2.654
C -1.543 -3.418 -3.920
C -2.201 -4.335 1.767
C 3.079 -4.331 -2.072
C 3.450 2.352 -1.109
C 3.368 -4.414 2.747
C 4.929 0.468 -2.844
C -1.823 3.803 -1.662
C -2.202 3.846 2.271
C -0.201 -1.747 -2.850
C 3.029 -0.041 -1.369
C -0.565 -2.413 -3.996
C -4.205 -0.651 0.625
C -3.632 0.021 -0.441
C -4.062 2.310 -2.716
C -6.399 2.080 -0.448
C -1.825 2.829 1.401
C -4.093 -0.123 1.899
C -2.939 1.209 -0.234
C 2.876 -3.097 2.810
C 0.125 0.131 3.688
C -1.663 -2.932 -1.574
C -4.968 4.911 -0.949
C 2.583 -2.384 1.674
C -1.272 4.817 2.606
C 3.510 -5.027 1.539
C 5.213 -1.313 -1.241
C 0.291 3.674 1.222
C 1.844 1.885 3.802
H 3.847 -6.055 1.476
H 0.044 -0.946 3.597
H -3.732 -0.385 -1.443
H 0.763 5.463 2.315
H -4.730 -1.583 0.459
H 4.712 -0.860 4.658
H 5.534 0.288 2.230
H -7.698 4.088 -2.843
H -0.782 3.834 -1.368
H 4.874 -1.751 -0.312
H -6.352 4.278 -3.974
H 2.025 1.895 4.880
H -5.797 1.993 0.456
H -1.970 4.270 -2.632
H 3.212 -0.028 5.077
H 5.815 1.029 -2.543
H 5.230 -0.270 -3.590
H -7.099 2.687 -3.736
H 2.156 2.055 -3.437
H -7.369 2.500 -0.175
H 3.589 -4.946 3.663
H -1.539 5.625 3.275
H -1.478 -3.993 -5.891
H -5.846 5.494 -0.660
H -3.206 3.869 2.679
H 1.281 3.550 0.804
H -6.569 1.083 -0.861
H 2.534 -2.434 -2.961
H -0.055 0.392 4.733
H 4.081 2.721 -1.926
H 1.025 2.576 3.592
H 2.855 3.197 -0.760
H -3.232 1.417 3.111
H 1.069 0.773 -2.886
H 3.668 -6.023 -0.919
H 0.930 2.409 -2.213
H 4.222 1.140 -3.308
H 2.739 2.232 3.292
H 0.569 -0.989 -2.887
H 4.325 -0.276 1.069
H 4.644 0.911 4.605
H -4.386 5.517 -1.645
H 4.099 2.025 -0.295
H 5.282 -2.107 -1.986
H 3.179 -4.837 -3.024
H 6.208 -0.893 -1.086
H -2.452 4.268 -0.914
H -2.576 -4.881 -4.922
H -0.644 0.610 3.076
H -4.396 1.333 -3.067
H 5.085 -1.429 2.188
H -2.864 -4.416 -2.519
H -4.387 4.729 -0.046
H -4.532 -0.639 2.743
H -3.788 2.875 -3.610
H -2.088 -3.112 -0.600
H 2.654 -2.655 3.774
H -0.087 -2.176 -4.939
*
```